i | Computed, not measured: a 11-piece molecular cluster, H21O11 overall, with wB97M-V/def2-TZVPD.

Element x y z (Å)
O1 -2.33 -0.29 -4.22
H1 -2.93 0.24 -3.67
H2 -1.47 0.07 -3.90
O2 -3.11 1.86 -0.78
H3 -2.71 1.44 -1.56
H4 -2.94 1.47 0.02
O3 2.39 -0.89 1.19
H5 0.73 -3.14 3.06
H6 2.00 0.30 3.19
O4 -1.23 -1.98 -1.40
H7 -1.71 -2.37 -2.08
H8 1.30 1.20 -1.12
O5 3.25 -1.75 -2.72
H9 -1.45 0.26 2.87
H10 -0.90 -1.20 -1.79
O6 1.86 1.04 2.62
H11 0.93 0.95 2.65
H12 -0.97 0.74 -1.90
O7 -0.57 0.28 -2.51
H13 2.13 -1.14 0.24
O8 0.21 -2.50 2.57
H14 2.84 0.01 0.90
H15 0.81 -2.04 1.94
O9 -1.61 2.78 2.59
H16 -0.94 2.35 3.03
H17 -1.40 3.73 2.86
O10 -0.62 0.40 3.49
H18 3.68 -1.17 -2.17
H19 -0.34 -0.41 3.73
O11 1.79 0.72 -1.90
H20 2.36 -1.37 -2.65
H21 0.96 0.42 -2.59

As for the total charge: -1. The multiplicity is 1. Its HOMO-LUMO gap is 7.90 eV.

ii | Computed, not measured: a 11-piece molecular cluster, H21O11 overall, with wB97M-V/def2-TZVPD.

Element x y z (Å)
O1 -0.79 -0.21 -0.18
H1 -0.34 -0.01 0.61
O2 -0.54 2.87 1.02
H2 -1.26 2.32 0.83
H3 0.13 2.24 1.43
O3 -2.79 0.90 1.20
H4 -2.00 0.38 0.71
H5 -2.59 0.97 2.13
O4 0.59 1.93 -1.25
H6 0.39 2.43 -0.48
H7 0.20 1.06 -1.03
O5 2.94 0.63 -0.30
H8 3.07 -0.14 -0.82
H9 2.15 1.03 -0.69
O6 0.60 -1.43 -1.96
H10 0.22 -1.05 -2.82
H11 0.03 -0.97 -1.32
O7 0.17 -2.38 1.06
H12 0.24 -3.03 0.31
H13 -0.33 -1.60 0.79
O8 0.98 0.64 1.77
H14 1.59 0.49 2.51
H15 1.62 0.55 1.08
O9 -2.33 -2.31 -0.97
H16 -1.82 -1.58 -0.63
H17 -3.23 -2.01 -0.73
O10 -1.96 1.19 -1.94
H18 -1.64 0.58 -1.25
H19 -1.24 1.84 -1.97
O11 2.81 -1.77 1.32
H20 3.26 -1.72 0.48
H21 1.86 -1.85 1.07

As for the total charge: -1. The multiplicity is 1. Its HOMO-LUMO gap is 10.04 eV.

How do the energies compare? Relative to the most stable structure, in kcal/mol: i 72.6; ii 0.0.

i | Computed, not measured: a 2-piece molecular cluster, H4S2 overall, with wB97M-V/def2-TZVPD.

Element x y z (Å)
S1 -3.58 -1.57 -0.10
H1 -2.65 -1.19 0.80
H2 -4.50 -0.73 0.40
S2 -0.07 -2.55 3.11
H3 -0.29 -3.20 4.27
H4 -1.32 -2.81 2.67

The multiplicity is 1. Its HOMO-LUMO gap is 10.64 eV. Its SMILES is S.S.

ii | Computed, not measured: a 2-piece molecular cluster, H4S2 overall, with wB97M-V/def2-TZVPD.

Element x y z (Å)
S1 -0.27 -1.14 0.94
H1 0.39 -0.81 -0.19
H2 -1.27 -1.72 0.25
S2 0.22 1.10 -0.92
H3 1.32 1.61 -0.35
H4 -0.40 0.95 0.27

The multiplicity is 1. Its HOMO-LUMO gap is 9.88 eV. Its SMILES is S.S.

How do the energies compare? Relative to the most stable structure, in kcal/mol: i 0.0; ii 18.4.

i | Computed, not measured: one molecule with the formula C4H10N4O, with wB97M-V/def2-TZVPD.

Element x y z (Å)
C1 -1.15 0.44 1.02
C2 -0.91 -0.80 -1.30
C3 2.06 -1.12 0.37
C4 1.11 0.97 -0.27
H1 -1.29 1.51 0.73
H2 -0.23 0.10 1.35
H3 -1.84 0.27 1.96
H4 -3.42 -0.78 -0.03
H5 -1.69 -0.87 -2.26
H6 2.54 -1.89 -0.51
H7 2.70 -0.30 0.94
H8 1.70 -1.82 1.22
H9 1.82 1.22 0.56
H10 1.21 2.80 -0.70
N1 -1.64 -0.46 -0.05
N2 0.37 -0.90 -1.39
N3 1.04 -0.36 -0.21
N4 0.63 1.94 -1.10
O1 -3.00 0.05 -0.32

The multiplicity is 1. Its HOMO-LUMO gap is 9.33 eV. Its SMILES is [H]/N=C/N(C)/N=C\N(C)O.

ii | Computed, not measured: one molecule with the formula C4H10N4O, with wB97M-V/def2-TZVPD.

Element x y z (Å)
C1 -0.71 -1.16 1.25
C2 -2.27 -0.19 -1.00
C3 0.28 2.11 0.14
C4 1.05 -0.19 -0.24
H1 -0.41 -2.01 0.43
H2 -1.80 -1.42 1.56
H3 -0.12 -0.73 2.01
H4 -1.94 0.44 -1.78
H5 -3.35 0.17 -0.73
H6 -2.31 -1.39 -1.28
H7 -0.64 2.56 0.84
H8 2.03 2.05 -0.25
H9 0.83 -1.30 -0.23
H10 3.96 -1.28 -0.28
N1 -1.23 0.10 0.27
N2 0.06 0.82 -0.41
N3 1.37 2.75 0.30
N4 2.31 0.03 -0.34
O1 2.90 -1.37 -0.26

The multiplicity is 1. Its HOMO-LUMO gap is 9.82 eV. Its SMILES is [H]/N=C\N(/C=N/O)N(C)C.

iii | Computed, not measured: one molecule with the formula C4H10N4O, with wB97M-V/def2-TZVPD.

Element x y z (Å)
C1 0.75 0.87 -0.61
C2 -0.50 -0.84 0.29
C3 -1.49 -1.79 0.11
C4 0.35 -0.82 1.65
H1 -1.18 0.79 -2.34
H2 -2.24 1.33 -1.17
H3 0.33 3.18 -0.60
H4 1.62 2.16 -1.66
H5 2.07 -0.67 -0.40
H6 -1.67 -2.65 0.64
H7 -2.55 -1.75 -0.40
H8 -0.40 -1.15 2.42
H9 0.63 0.36 1.94
H10 2.36 -1.15 2.00
N1 -1.55 0.68 -1.39
N2 -0.65 0.44 -0.30
N3 0.58 2.15 -1.20
N4 1.94 0.46 -0.46
O1 1.58 -1.61 1.49

The multiplicity is 1. Its HOMO-LUMO gap is 9.08 eV. Its SMILES is [H]/N=C(/N)N(N)C(=C)CO.

How do the energies compare? Relative to the most stable structure, in kcal/mol: i 16.4; ii 49.8; iii 0.0.

i | Computed, not measured: one molecule with the formula C3HNO2S, with wB97M-V/def2-TZVPD.

Element x y z (Å)
C1 0.45 -1.05 0.35
C2 -0.10 1.15 -0.21
C3 -0.75 -0.15 0.04
H1 -0.54 2.14 -0.48
N1 1.20 1.06 -0.24
O1 0.42 -2.27 0.51
O2 1.57 -0.28 0.06
S1 -2.25 -0.60 -0.03

The multiplicity is 1. Its HOMO-LUMO gap is 7.44 eV. Its SMILES is O=C1ON=CC1=S.

ii | Computed, not measured: one molecule with the formula C3HNO2S, with wB97M-V/def2-TZVPD.

Element x y z (Å)
C1 -1.94 0.10 0.88
C2 0.13 -0.30 -0.63
C3 1.51 0.28 -0.02
N1 -1.84 0.17 2.02
O1 1.02 0.74 -1.13
O2 2.34 0.37 0.75
S1 -1.76 -0.11 -0.81
H1 0.55 -1.25 -1.06

The multiplicity is 1. Its HOMO-LUMO gap is 10.26 eV. Its SMILES is N#CS[C@H]1OC1=O.

How do the energies compare? Relative to the most stable structure, in kcal/mol: i 0.0; ii 20.1.

i | Computed, not measured: an isolated ion of composition C6H13N and charge -1, with wB97M-V/def2-TZVPD.

Element x y z (Å)
C1 -0.40 -0.54 0.99
N1 -0.08 0.35 -0.17
C2 -0.99 0.07 -1.29
C3 -2.27 0.98 -1.15
C4 1.28 0.26 -0.47
C5 2.11 -0.38 0.78
C6 0.94 -0.75 1.69
H1 -1.10 0.02 1.59
H2 -0.75 -1.51 0.73
H3 -1.32 -0.89 -1.22
H4 -0.66 0.39 -2.27
H5 -2.03 1.96 -1.51
H6 -2.63 1.03 -0.18
H7 -3.21 0.70 -1.89
H8 1.81 1.28 -0.15
H9 1.59 -0.13 -1.51
H10 2.86 0.34 1.15
H11 2.70 -1.29 0.39
H12 1.05 -0.11 2.55
H13 1.08 -1.79 1.94

As for the total charge: -1. The multiplicity is 2. Its HOMO-LUMO gap (alpha / beta) is 2.74 / 8.53 eV.

ii | Computed, not measured: an isolated ion of composition C6H13N and charge -1, with wB97M-V/def2-TZVPD.

Element x y z (Å)
C1 -0.13 1.94 1.56
C2 0.70 1.31 0.44
N1 -0.35 0.40 -2.16
C3 -0.18 -0.48 -1.08
C4 0.30 -0.10 0.12
C5 0.54 -1.13 1.21
C6 -0.55 -1.91 -1.37
H1 0.01 1.40 2.51
H2 -1.19 1.91 1.33
H3 0.16 2.98 1.73
H4 0.65 1.95 -0.44
H5 1.76 1.33 0.74
H6 -0.61 1.35 -1.89
H7 -1.04 0.05 -2.82
H8 0.99 -2.03 0.80
H9 1.22 -0.72 1.95
H10 -0.38 -1.42 1.73
H11 -0.96 -2.40 -0.49
H12 -1.28 -1.96 -2.18
H13 0.33 -2.47 -1.68

As for the total charge: -1. The multiplicity is 2. Its HOMO-LUMO gap (alpha / beta) is 2.76 / 7.89 eV.

How do the energies compare? Relative to the most stable structure, in kcal/mol: i 51.6; ii 0.0.

i | Computed, not measured: a 2-piece molecular cluster, C3H2N2S2 overall, with wB97M-V/def2-TZVPD.

Element x y z (Å)
C1 1.64 1.12 -0.48
C2 0.28 -1.18 0.84
C3 -0.58 -0.44 0.04
N1 2.66 1.41 -0.96
N2 1.04 -1.69 1.55
S1 -1.58 0.77 0.73
S2 -0.75 -0.81 -1.77
H1 -1.09 0.59 1.85
H2 -1.61 0.23 -1.80

The multiplicity is 1. Its HOMO-LUMO gap (alpha / beta) is 5.85 / 5.85 eV.

ii | Computed, not measured: a 2-piece molecular cluster, C3H2N2S2 overall, with wB97M-V/def2-TZVPD.

Element x y z (Å)
C1 0.17 -1.44 -0.61
C2 2.19 -1.49 0.71
C3 1.26 -0.75 -0.04
N1 -0.73 -1.97 -1.08
N2 2.95 -2.06 1.35
S1 1.40 0.89 -0.22
S2 -2.98 2.30 -0.28
H1 -1.77 2.61 -0.74
H2 -2.50 1.92 0.90

The multiplicity is 1. Its HOMO-LUMO gap is 6.83 eV. Its SMILES is N#CC(=S)C#N.S.

How do the energies compare? Relative to the most stable structure, in kcal/mol: i 73.6; ii 0.0.

i | Computed, not measured: one molecule with the formula C3H2N2S2, with wB97M-V/def2-TZVPD.

Element x y z (Å)
C1 -0.19 0.79 0.72
C2 -0.79 -0.34 0.00
C3 -3.01 -1.14 0.76
N1 -0.69 1.57 1.54
N2 -1.97 -0.77 0.26
S1 -4.59 -0.60 0.47
S2 -4.49 0.97 -0.70
H1 0.86 1.01 0.56
H2 -0.39 -0.85 -0.80

The multiplicity is 1. Its HOMO-LUMO gap (alpha / beta) is 8.13 / 6.41 eV.

ii | Computed, not measured: one molecule with the formula C3H2N2S2, with wB97M-V/def2-TZVPD.

Element x y z (Å)
C1 0.12 -0.45 -1.50
C2 -1.39 -0.34 0.34
C3 -0.01 -0.06 -0.09
N1 0.21 -0.56 -2.64
N2 -2.46 -0.59 0.60
S1 1.14 -1.13 0.87
S2 0.18 1.79 0.19
H1 0.66 -0.38 1.78
H2 1.55 1.72 0.45

The multiplicity is 1. Its HOMO-LUMO gap is 10.25 eV. Its SMILES is N#CC(S)(S)C#N.

How do the energies compare? Relative to the most stable structure, in kcal/mol: i 62.9; ii 0.0.

i | Computed, not measured: one molecule with the formula C10H10N2O2, with wB97M-V/def2-TZVPD.

Element x y z (Å)
C1 -0.87 -1.33 -3.35
C2 -0.69 -0.37 -1.14
C3 1.30 -0.01 -0.17
C4 2.68 -0.06 -0.18
C5 3.38 0.52 0.89
C6 2.81 1.06 2.05
C7 1.42 1.13 2.08
C8 0.70 0.55 1.01
C9 -1.37 0.15 0.08
C10 -3.52 0.21 1.24
H1 -1.81 -1.83 -3.86
H2 -0.34 -0.54 -3.81
H3 -0.19 -2.15 -3.04
H4 3.18 -0.61 -0.97
H5 4.45 0.62 1.04
H6 3.50 1.33 2.78
H7 0.85 1.38 2.99
H8 -3.52 1.21 1.64
H9 -4.54 -0.09 0.99
H10 -3.15 -0.55 1.95
N1 0.64 -0.46 -1.20
N2 -0.68 0.60 1.06
O1 -1.53 -0.79 -2.16
O2 -2.70 0.06 0.08

The multiplicity is 1. Its HOMO-LUMO gap is 8.74 eV. Its SMILES is COc1nc2ccccc2nc1OC.

ii | Computed, not measured: one molecule with the formula C10H10N2O2, with wB97M-V/def2-TZVPD.

Element x y z (Å)
C1 3.80 -0.91 0.74
C2 3.01 -0.88 -0.70
C3 1.20 0.71 -0.52
C4 -0.08 1.11 -0.17
C5 -1.40 0.45 -0.21
C6 -2.58 1.34 -0.38
C7 -3.72 0.76 -0.30
C8 -3.90 -0.57 0.20
C9 -2.76 -1.34 0.28
C10 -1.48 -0.86 0.09
H1 4.80 -1.25 0.58
H2 3.29 -1.58 1.52
H3 3.70 0.07 1.18
H4 3.66 -0.32 -1.61
H5 3.09 -1.98 -0.98
H6 -2.63 2.45 -0.53
H7 -4.56 1.48 -0.46
H8 -4.92 -1.09 0.27
H9 -2.92 -2.35 0.94
H10 -0.57 -1.57 0.21
N1 2.15 1.63 -0.06
N2 -0.06 2.43 0.28
O1 1.57 -0.50 -0.75
O2 1.31 2.77 0.36

The multiplicity is 1. Its HOMO-LUMO gap is 9.04 eV. Its SMILES is CCOc1nonc1-c1ccccc1.

iii | Computed, not measured: C10H10N2O2 as an isolated structure, with wB97M-V/def2-TZVPD.

Element x y z (Å)
C1 2.09 1.47 -0.29
C2 1.49 1.18 0.87
C3 1.51 -0.10 1.35
C4 2.32 -1.03 0.59
C5 2.83 -0.78 -0.67
C6 2.69 0.55 -1.15
C7 -2.39 1.11 -0.58
C8 -3.10 0.66 0.60
C9 -2.90 -0.60 1.05
C10 -1.64 -1.21 -0.84
H1 2.48 2.54 -0.55
H2 0.83 2.09 1.29
H3 1.07 -0.60 2.20
H4 2.22 -2.05 0.91
H5 3.24 -1.68 -1.15
H6 3.31 0.59 -2.16
H7 -1.49 0.52 -2.42
H8 -3.26 1.56 1.10
H9 -2.73 -0.89 2.37
H10 -1.51 -2.32 0.90
N1 -1.73 0.15 -1.35
N2 -2.19 -1.44 0.27
O1 -2.15 2.30 -0.82
O2 -1.00 -2.02 -1.53

The multiplicity is 1. Its HOMO-LUMO gap is 8.78 eV.

iv | Computed, not measured: a 2-piece molecular cluster, C10H10N2O2 overall, with wB97M-V/def2-TZVPD.

Element x y z (Å)
C1 -0.92 1.47 1.15
C2 0.39 1.77 1.65
C3 0.46 1.38 3.04
C4 -0.45 0.71 3.74
C5 -1.64 0.19 3.10
C6 -1.83 0.58 1.77
C7 0.42 -0.47 -2.99
C8 -0.76 0.11 -2.46
C9 -1.03 -0.17 -1.14
C10 1.24 -1.19 -0.89
H1 -1.30 1.72 0.22
H2 1.27 2.30 1.33
H3 1.43 1.47 3.61
H4 -0.25 0.41 4.76
H5 -1.96 -0.74 3.89
H6 -2.78 0.44 1.33
H7 2.37 -1.36 -2.43
H8 -1.60 0.46 -3.11
H9 -1.91 0.16 -0.54
H10 -0.15 -0.97 0.66
N1 1.41 -1.04 -2.13
N2 0.11 -0.53 -0.32
O1 0.60 -0.44 -4.18
O2 1.77 -1.96 -0.11

The multiplicity is 1. Its HOMO-LUMO gap is 9.24 eV. Its SMILES is O=c1cc[nH]c(=O)[nH]1.c1ccccc1.

How do the energies compare? Relative to the most stable structure, in kcal/mol: i 0.0; ii 106.9; iii 73.5; iv 31.7.